w | A cluster of 2 separate species, C6H11NO in total, computed with ωB97M-V/def2-TZVPD.

Structure (ORCA input):
```
! wB97M-V def2-TZVPD RIJCOSX def2/J DEFGRID3
* xyz 0 1
C 0.29511 -1.45670 0.96772
C 0.66697 -0.70222 -0.33088
C 2.14806 -0.31988 -0.49773
C 1.23768 0.70491 -0.10998
C -1.03245 1.17857 0.13552
C -0.95976 -0.08173 -0.70015
H 0.67227 -0.73260 1.91976
H 0.55441 -2.67984 0.81514
H -0.78018 -1.40393 1.12125
H 2.40052 -0.06930 -1.50546
H 2.80772 -1.09908 -0.03223
H 1.37327 1.24783 -1.08495
H 0.42678 2.48153 0.65789
H -1.21743 2.12870 -0.32240
H -2.04131 1.26237 0.80719
H -1.31146 -0.00291 -1.90593
H -2.59676 -1.16612 -1.37307
N 0.21757 1.47142 0.71660
O -1.99306 -0.77554 -0.11255
*
```

Properties
HOMO level: -8.076 eV
gap between HOMO and LUMO: 7.47 eV

x | The molecule C6H11NO, computed with ωB97M-V/def2-TZVPD.

Structure (ORCA input):
```
! wB97M-V def2-TZVPD RIJCOSX def2/J DEFGRID3
* xyz 0 1
C 0.15324 -0.18819 -0.53492
C 0.48444 0.79046 0.60938
C 0.68549 0.25185 -1.88396
C -1.49756 -0.54121 -0.21749
N -2.29183 0.47890 -0.65768
C 1.39145 -0.00370 1.47575
C 0.81275 -0.94585 2.25540
O -1.91896 -1.67384 -0.16579
H 0.46761 -1.22499 -0.40073
H -1.89698 1.36573 -0.91852
H -3.18386 0.27545 -1.07807
H 0.87536 1.75111 0.26815
H -0.34494 1.10745 1.25077
H 2.42043 -0.04114 1.14353
H 0.21907 -0.33151 -2.67723
H 0.51489 1.31377 -2.06271
H 1.75836 0.04993 -1.91344
H -0.12551 -0.78554 2.76682
H 1.47655 -1.64871 2.74073
*
```

Properties
SMILES string: C=CC[C@H](C)C(N)=O
HOMO level: -8.872 eV
gap between HOMO and LUMO: 9.71 eV

y | A cluster of 2 separate species, C6H11NO in total, computed with ωB97M-V/def2-TZVPD.

Structure (ORCA input):
```
! wB97M-V def2-TZVPD RIJCOSX def2/J DEFGRID3
* xyz 0 1
C 0.35660 -0.98265 -2.57385
C -0.38876 -0.61444 -1.42797
C -1.61219 0.10354 -1.55742
N -2.00635 0.50422 -0.32235
C -1.05947 0.11155 0.61971
C 0.01936 -0.65208 -0.02632
C 1.07970 -1.43459 0.50285
H 0.47958 -0.05853 -3.14585
H -0.03716 -1.71589 -3.28874
H 1.41237 -1.34165 -2.29808
H -2.20963 0.03104 -2.47221
H -2.76883 1.14065 -0.13330
H -1.13858 0.34540 1.62616
H 1.46181 -0.89455 1.30417
H 0.61209 -2.43402 0.73002
H 1.81306 -1.78634 -0.20941
H 0.72643 2.91067 4.66072
H 1.67782 3.43677 3.56539
O 1.58215 3.33090 4.44646
*
```

Properties
SMILES string: Cc1c[nH]cc1C.O
HOMO level: -7.698 eV
gap between HOMO and LUMO: 8.35 eV

Q: Which of them is the least stable? A: w.

w | The molecule C6H11NO, computed with ωB97M-V/def2-TZVPD.

Structure (ORCA input):
```
! wB97M-V def2-TZVPD RIJCOSX def2/J DEFGRID3
* xyz 0 1
C 1.41661 1.40728 -0.84358
N 0.44846 0.33619 -0.66112
C -0.95169 0.69787 -0.85736
C -1.77987 -0.25759 0.00793
C -0.88997 -0.78122 1.12590
C 0.53878 -0.30546 0.65024
C 1.42291 -1.49707 0.58179
O 2.34526 -1.78386 1.29213
H 1.78721 1.89996 0.04678
H 0.96859 2.18001 -1.48732
H 2.14852 1.06299 -1.59425
H -1.31146 0.62407 -1.87675
H -1.09918 1.70694 -0.43813
H -2.02377 -1.13576 -0.61633
H -2.81010 0.07342 0.20000
H -0.99835 -1.85908 1.02143
H -1.10182 -0.50583 2.16079
H 0.79392 0.32254 1.53080
H 1.09597 -2.18539 -0.24296
*
```

Properties
SMILES string: CN1CCC[C@H]1C=O
HOMO level: -8.932 eV
gap between HOMO and LUMO: 9.92 eV

x | A structure of composition C6H11NO, computed with ωB97M-V/def2-TZVPD.

Structure (ORCA input):
```
! wB97M-V def2-TZVPD RIJCOSX def2/J DEFGRID3
* xyz 0 1
C 0.43360 -1.05050 -1.42224
C -0.65864 -0.59220 -0.54834
C 0.29761 1.42745 -0.60616
C 1.03058 0.54856 0.56609
C -0.20119 -0.30560 0.84128
C -1.43624 0.59711 0.80963
H 1.52492 -0.74231 -0.99299
H 0.27423 -0.87675 -2.61690
H 0.32865 -2.18174 -1.21989
H -1.47185 -1.22924 -0.77110
H 0.39046 2.45671 -0.42450
H 0.80527 1.32104 -1.57784
H 1.97970 -0.26393 0.64902
H 1.27474 1.25695 1.38145
H 0.49110 -1.13808 2.59729
H -2.30275 -0.14300 0.84800
H -1.52799 1.61393 1.27111
N -1.16246 0.78439 -0.70282
O -0.06971 -1.48279 1.91890
*
```

Properties
HOMO level: -9.717 eV
gap between HOMO and LUMO: 10.58 eV

y | A cluster of 2 separate species, C6H11NO in total, computed with ωB97M-V/def2-TZVPD.

Structure (ORCA input):
```
! wB97M-V def2-TZVPD RIJCOSX def2/J DEFGRID3
* xyz 0 1
C 0.38583 -0.57990 -1.60682
C -0.52571 -1.54608 -1.31265
N -1.29869 -1.08327 -0.28080
C -0.87350 0.16840 0.10059
C 0.18612 0.50959 -0.71119
C 0.96918 1.78454 -0.58606
C -1.39087 0.71657 1.39427
H 1.15219 -0.69235 -2.36231
H -0.64660 -2.52663 -1.74445
H -2.09985 -1.51997 0.13171
H 1.94230 1.73339 -1.07704
H 0.45829 2.63357 -1.04185
H 1.13091 1.96757 0.46417
H -2.46778 0.82271 1.34358
H -1.09601 1.76591 1.46843
H -1.05164 0.17011 2.27037
H 1.60685 -2.21077 1.18452
H 1.47816 -0.70462 1.17103
O 2.14084 -1.40876 1.19448
*
```

Properties
SMILES string: Cc1cc[nH]c1C.O
HOMO level: -8.110 eV
gap between HOMO and LUMO: 8.92 eV

Q: Which of them is the least stable? A: x.

w | A structure of composition C6H11NO, computed with ωB97M-V/def2-TZVPD.

Structure (ORCA input):
```
! wB97M-V def2-TZVPD RIJCOSX def2/J DEFGRID3
* xyz 0 1
C -1.63238 0.28917 -1.15266
C 1.16357 -0.97505 1.34965
C 1.41263 -0.28358 -1.04509
C -0.89099 -0.25880 0.01154
C 0.55225 -0.15849 0.21350
C 0.36783 1.25948 0.53256
O -1.74048 -0.51135 1.08435
N -0.15362 2.36407 0.54314
H -1.30856 -1.08528 1.72350
H -1.13151 2.52958 0.23647
H -1.81981 1.37969 -1.04047
H -2.60707 -0.18750 -1.19540
H -1.10252 0.12994 -2.09118
H 1.22361 -2.02401 1.05408
H 0.59985 -0.89218 2.27902
H 2.17321 -0.61314 1.54313
H 1.34883 -1.30079 -1.42356
H 1.09271 0.40274 -1.82162
H 2.45248 -0.06458 -0.80091
*
```

Properties
HOMO level (spin up / spin down): -6.516 / -6.516 eV
gap between HOMO and LUMO (spin up / spin down): 7.25 / 7.25 eV

x | The molecule C6H11NO, computed with ωB97M-V/def2-TZVPD.

Structure (ORCA input):
```
! wB97M-V def2-TZVPD RIJCOSX def2/J DEFGRID3
* xyz 0 1
C 0.70585 -0.62068 -0.72641
C -0.52263 0.86141 0.28605
C -0.25688 0.45814 -1.18947
C 0.07470 -1.99531 -0.76411
C -1.54939 0.11065 1.12180
C 0.91937 0.57801 0.51527
N 1.89309 1.65704 0.30933
O 1.48654 -0.65390 0.45773
H -0.74646 1.93421 0.37783
H 1.79275 2.35293 1.04541
H 2.82497 1.26034 0.43379
H 0.22916 1.22745 -1.80667
H -1.14627 0.13744 -1.74237
H -0.78386 -2.04258 -1.44128
H 0.81276 -2.71782 -1.12858
H -0.25197 -2.33137 0.22617
H -1.86046 -0.83138 0.66479
H -2.45587 0.71523 1.23564
H -1.16538 -0.09983 2.12506
*
```

Properties
SMILES string: C[C@@H]1C[C@]2(C)O[C@]12N
HOMO level (spin up / spin down): -5.960 / -6.923 eV
gap between HOMO and LUMO (spin up / spin down): 6.89 / 7.85 eV

y | A structure of composition C6H11NO, computed with ωB97M-V/def2-TZVPD.

Structure (ORCA input):
```
! wB97M-V def2-TZVPD RIJCOSX def2/J DEFGRID3
* xyz 0 1
C 0.83790 0.59348 0.02932
C -0.19451 0.56650 -1.44210
C 0.45317 1.77735 -0.81933
C -1.48574 0.26617 1.08838
C -0.36937 -0.32595 0.25425
N 2.08975 0.01111 -0.03917
C -0.17188 -1.68614 0.32382
O -1.10228 -2.50472 0.95346
H -0.65897 -3.27886 1.31343
H 2.35239 -0.47686 0.81271
H 2.81854 0.54692 -0.48748
H 0.59495 -2.18215 -0.26037
H -0.20934 2.51056 -0.37165
H 0.35270 0.05958 -2.22660
H -1.24470 0.64201 -1.69807
H 1.26532 2.24563 -1.36837
H -1.79570 1.25401 0.74679
H -2.36434 -0.37650 1.06322
H -1.16791 0.35787 2.12775
*
```

Properties
HOMO level: -5.812 eV
gap between HOMO and LUMO: 6.73 eV

Q: Which of them is the least stable? A: x.

w | The molecule C6H11NO, computed with ωB97M-V/def2-TZVPD.

Structure (ORCA input):
```
! wB97M-V def2-TZVPD RIJCOSX def2/J DEFGRID3
* xyz 0 1
O 3.07455 0.59950 2.66951
C 1.90569 0.52820 2.37823
C 1.40693 0.55971 0.97649
C 0.76369 -0.83027 0.55785
C -0.75228 -0.73918 0.56594
N -1.67969 0.43592 -2.94833
C -0.92448 0.09593 -1.82679
C -1.42471 -0.09343 -0.60524
H 1.13298 0.40161 3.16023
H 2.17093 0.80124 0.24230
H 0.62456 1.32066 0.88094
H 1.13672 -1.57001 1.26347
H 1.16836 -1.02478 -0.43065
H -1.07829 -0.28090 1.50379
H -1.22604 -1.73385 0.59916
H -1.30875 1.17606 -3.51568
H -2.66054 0.24336 -3.00577
H 0.12461 -0.10445 -2.02232
H -2.45424 0.21468 -0.44312
*
```

Properties
SMILES string: N/C=C/CCCC=O
HOMO level: -8.280 eV
gap between HOMO and LUMO: 9.27 eV

x | A structure of composition C6H11NO, computed with ωB97M-V/def2-TZVPD.

Structure (ORCA input):
```
! wB97M-V def2-TZVPD RIJCOSX def2/J DEFGRID3
* xyz 0 1
C -1.31403 -0.94623 -0.33434
C -1.43850 0.96070 -0.65724
C 0.77373 -0.12798 1.62842
C 0.83160 -0.42508 0.16850
C 0.06609 -1.36643 -0.49760
C 1.83962 0.29395 -0.63188
O -1.90466 -1.19130 0.87587
N 2.51010 1.24523 -0.13622
H -2.78474 -0.80709 0.88201
H -1.94668 -1.19278 -1.19088
H 3.25354 1.57546 -0.75986
H 0.32852 -1.56390 -1.53111
H 2.04853 -0.12686 -1.62466
H -2.51753 1.10726 -0.57647
H -1.11147 1.14044 -1.67815
H -0.96331 1.60256 0.07783
H -0.16482 -0.44502 2.07267
H 1.59330 -0.67184 2.10813
H 0.90070 0.93892 1.80499
*
```

Properties
HOMO level (spin up / spin down): -7.998 / -7.998 eV
gap between HOMO and LUMO (spin up / spin down): 7.84 / 7.84 eV

y | The molecule C6H11NO, computed with ωB97M-V/def2-TZVPD.

Structure (ORCA input):
```
! wB97M-V def2-TZVPD RIJCOSX def2/J DEFGRID3
* xyz 0 1
C -1.52227 0.58238 1.16716
C -1.88999 -0.45904 -0.19421
C -0.47813 -0.61237 -0.62452
C 0.97589 -1.05606 -1.29374
C 1.80972 0.53495 0.83086
C 0.12012 0.64513 0.94819
H -1.76106 0.14281 2.12077
H -2.05621 1.54808 1.09156
H -2.37742 -1.44296 0.14562
H -2.68523 0.12953 -0.79882
H -0.54590 0.36874 -1.17934
H 1.26724 -1.14007 -2.38395
H 1.22910 -2.05378 -0.92517
H 1.71008 0.81207 -1.32042
H 2.22952 -0.30482 1.48934
H 2.18472 1.59110 0.80322
H 0.03365 1.30772 0.12227
N 1.70511 0.10854 -0.64233
O 0.05107 -0.70195 0.64350
*
```

Properties
SMILES string: C1C[C@H]2CNC[C@@H]1O2
HOMO level: -8.423 eV
gap between HOMO and LUMO: 9.46 eV

z | A structure of composition C6H11NO, computed with ωB97M-V/def2-TZVPD.

Structure (ORCA input):
```
! wB97M-V def2-TZVPD RIJCOSX def2/J DEFGRID3
* xyz 0 1
C 1.06300 0.62635 -0.94813
C 1.92016 1.78740 -0.59640
C -0.57071 -2.09561 0.19409
C -0.33390 0.66833 -0.92821
C -0.65803 -0.62148 0.56567
C -1.78231 -0.20971 1.24890
O 0.65277 -0.21803 1.24171
N -1.15428 1.28261 -1.64284
H 1.10412 -0.96133 1.67708
H 1.50905 -0.29432 -1.30038
H -2.09901 1.26703 -1.24587
H 1.35602 2.63661 -0.21485
H 2.65746 1.52473 0.16241
H 2.43549 2.10264 -1.51195
H -1.45396 -2.40432 -0.36180
H 0.32591 -2.31102 -0.38890
H -0.50032 -2.72261 1.08460
H -1.82689 0.79501 1.63836
H -2.64457 -0.85229 1.32652
*
```

Properties
HOMO level (spin up / spin down): -7.582 / -7.573 eV
gap between HOMO and LUMO (spin up / spin down): 7.90 / 7.41 eV

Q: Which of them is the least stable? A: y.

w | A cluster of 4 separate species, C6H11NO in total, computed with ωB97M-V/def2-TZVPD.

Structure (ORCA input):
```
! wB97M-V def2-TZVPD RIJCOSX def2/J DEFGRID3
* xyz 0 1
C -1.42767 -2.79045 -1.02663
C -0.66464 -0.49320 -0.81485
C 0.53200 0.30043 -0.63670
C 0.81244 1.80795 -0.30708
C 1.16967 1.75296 1.27149
C -0.26033 0.10958 0.69145
H -2.45262 -3.27775 -2.16711
H -0.04645 -3.77472 -0.69828
H -2.16859 -2.12002 0.11624
H -1.53093 0.18302 -0.84113
H 1.38771 -0.41189 -0.56953
H 1.57342 2.04158 -0.88563
H -0.17667 2.34282 -0.76062
H 2.33059 1.89712 1.33185
H 0.79219 2.73414 1.77480
H 0.67527 0.14739 2.45123
H -0.81444 0.99639 0.91224
N 0.85722 0.32380 1.51802
O -0.58818 -1.76915 -1.35978
*
```

Properties
HOMO level: -8.330 eV
gap between HOMO and LUMO: 8.15 eV

x | A structure of composition C6H11NO, computed with ωB97M-V/def2-TZVPD.

Structure (ORCA input):
```
! wB97M-V def2-TZVPD RIJCOSX def2/J DEFGRID3
* xyz 0 1
C -1.19127 -0.21114 0.94951
C 0.02604 0.72758 0.52120
C 1.35377 0.46946 0.92050
C 1.44418 -0.97878 0.11748
C 0.37210 0.49908 -0.86969
C -0.50396 1.60922 -0.53014
H -1.38037 -1.55310 -0.61254
H -2.93194 -1.01811 -0.03787
H -0.76719 -0.99838 1.53962
H -2.11619 0.47088 1.42168
H 2.35952 0.95278 0.52919
H 1.32489 0.27543 2.08051
H 2.49430 -1.37264 -0.29530
H 1.09764 -1.77969 0.73006
H 1.38145 0.86188 -1.15954
H -0.02703 2.62557 -0.72931
H -1.57441 1.55118 -0.69878
N -1.95810 -0.76216 -0.21708
O 0.60511 -0.92165 -0.98766
*
```

Properties
HOMO level: -8.535 eV
gap between HOMO and LUMO: 9.54 eV

y | A cluster of 3 separate species, C6H11NO in total, computed with ωB97M-V/def2-TZVPD.

Structure (ORCA input):
```
! wB97M-V def2-TZVPD RIJCOSX def2/J DEFGRID3
* xyz 0 1
C -0.25622 -0.76423 -3.16428
N 0.15005 -0.92910 -1.99404
C -0.70648 0.52415 1.47065
C -1.08057 -0.60543 0.76544
C 0.03294 -1.38215 1.26545
C 0.33350 -1.86498 2.51120
C 0.05611 1.64438 0.59671
O -0.66045 2.72817 0.41806
H 0.28533 -1.14827 -4.04508
H -1.30050 -0.38644 -3.28020
H 1.33815 2.43796 -1.86343
H 0.94668 2.85000 -2.34009
H 0.15379 1.01761 -0.29840
H -1.56311 -0.76131 -0.18378
H -0.77633 0.54484 2.57376
H 0.88780 -1.42085 0.56998
H -0.32014 -2.25276 3.28681
H 1.40061 -2.03528 2.69067
H 1.07884 1.80371 1.02058
*
```

Properties
HOMO level: -7.167 eV
gap between HOMO and LUMO: 4.12 eV

Q: Which of them is the least stable? A: w.